DFT (the ωB97M-V functional and the def2-TZVPD basis) results for 12 unconnected molecules or ions with the total composition C72H216N36O12P12.

Values from the calculation:
SMILES: CN(C)P(=O)(N(C)C)N(C)C.CN(C)P(=O)(N(C)C)N(C)C.CN(C)P(=O)(N(C)C)N(C)C.CN(C)P(=O)(N(C)C)N(C)C.CN(C)P(=O)(N(C)C)N(C)C.CN(C)P(=O)(N(C)C)N(C)C.CN(C)P(=O)(N(C)C)N(C)C.CN(C)P(=O)(N(C)C)N(C)C.CN(C)P(=O)(N(C)C)N(C)C.CN(C)P(=O)(N(C)C)N(C)C.CN(C)P(=O)(N(C)C)N(C)C.CN(C)P(=O)(N(C)C)N(C)C
Max |F|: 0.0835 hartree/bohr
Orbital gap: 8.291 eV
Lowest unoccupied orbital energy: 0.411 eV

```
! wB97M-V def2-TZVPD RIJCOSX def2/J DEFGRID3
* xyz 0 1
C 3.10 -3.45 -3.95
N 2.66 -3.21 -5.31
C 2.43 -1.80 -5.71
P 2.86 -4.35 -6.60
O 2.08 -4.10 -7.87
N 4.55 -4.42 -6.71
C 5.39 -4.91 -5.62
C 5.23 -3.38 -7.40
N 2.51 -5.87 -5.87
C 3.02 -7.09 -6.44
C 1.16 -5.97 -5.34
H 3.77 -4.28 -3.73
H 2.22 -3.56 -3.31
H 3.68 -2.58 -3.64
H 3.37 -1.28 -5.90
H 1.82 -1.28 -4.98
H 1.78 -1.77 -6.58
H 4.87 -5.70 -5.08
H 6.31 -5.41 -5.95
H 5.59 -4.09 -4.93
H 6.30 -3.61 -7.42
H 4.96 -3.32 -8.45
H 5.11 -2.46 -6.83
H 2.47 -7.36 -7.34
H 4.05 -7.02 -6.78
H 2.89 -7.89 -5.71
H 1.05 -6.81 -4.65
H 0.35 -6.06 -6.06
H 1.02 -4.98 -4.89
C 0.36 6.77 0.87
N -0.10 5.62 1.66
C 0.84 4.57 1.44
P -0.80 5.72 3.22
O 0.14 5.91 4.38
N -1.98 7.00 3.12
C -2.83 7.10 1.95
C -2.46 7.68 4.35
N -1.78 4.29 3.29
C -2.41 3.73 2.14
C -2.14 3.60 4.51
H 0.24 6.52 -0.18
H 1.34 7.21 1.04
H -0.37 7.58 0.98
H 1.81 4.77 1.90
H 1.08 4.40 0.39
H 0.40 3.63 1.76
H -2.46 7.98 1.44
H -2.79 6.19 1.35
H -3.88 7.23 2.25
H -3.06 6.96 4.90
H -1.64 7.90 5.04
H -3.07 8.56 4.12
H -2.45 2.64 2.14
H -3.44 4.09 2.13
H -2.00 4.06 1.19
H -1.53 2.70 4.55
H -3.21 3.42 4.62
H -1.85 4.19 5.38
C -2.68 -5.47 7.63
N -3.44 -6.25 6.62
C -4.64 -6.97 7.14
P -2.75 -6.78 5.16
O -3.65 -7.73 4.48
N -2.56 -5.34 4.23
C -3.73 -4.61 3.80
C -1.41 -4.47 4.45
N -1.22 -7.38 5.57
C -0.95 -8.18 6.78
C -0.23 -7.58 4.54
H -2.70 -5.97 8.60
H -2.99 -4.43 7.61
H -1.62 -5.47 7.39
H -5.49 -6.94 6.46
H -4.95 -6.63 8.13
H -4.34 -8.00 7.31
H -4.10 -3.96 4.59
H -3.59 -4.12 2.84
H -4.55 -5.31 3.58
H -1.27 -3.64 3.76
H -1.51 -4.05 5.45
H -0.49 -5.05 4.41
H -0.88 -9.25 6.59
H 0.05 -7.92 7.12
H -1.68 -8.01 7.58
H 0.74 -7.17 4.83
H -0.57 -7.17 3.60
H -0.03 -8.64 4.39
C 7.59 4.45 4.64
N 7.04 3.44 5.61
C 7.84 3.42 6.87
P 5.97 2.20 5.26
O 5.27 1.57 6.38
N 4.81 2.81 4.06
C 4.29 1.95 3.05
C 3.80 3.83 4.50
N 7.03 1.10 4.43
C 7.55 -0.11 5.10
C 7.73 1.55 3.20
H 6.90 4.50 3.80
H 8.52 4.03 4.27
H 7.76 5.47 4.98
H 7.89 2.44 7.36
H 7.51 4.22 7.54
H 8.84 3.67 6.54
H 5.00 1.14 2.88
H 3.35 1.65 3.50
H 4.21 2.53 2.13
H 3.32 4.14 3.57
H 3.19 3.39 5.28
H 4.35 4.65 4.96
H 8.55 -0.32 4.73
H 7.68 0.10 6.17
H 6.98 -1.01 4.86
H 8.04 0.64 2.68
H 8.55 2.18 3.52
H 7.11 2.03 2.44
C -1.04 2.30 -7.73
N -1.65 1.86 -6.50
C -1.64 2.80 -5.37
P -2.74 0.55 -6.35
O -3.00 0.24 -4.95
N -4.15 1.03 -7.27
C -5.38 1.25 -6.58
C -4.18 1.26 -8.65
N -2.09 -0.76 -7.33
C -3.02 -1.91 -7.55
C -0.73 -1.19 -7.16
H -0.72 3.34 -7.65
H -1.82 2.35 -8.49
H -0.18 1.70 -8.01
H -2.58 3.36 -5.39
H -0.87 3.54 -5.57
H -1.41 2.40 -4.38
H -5.74 0.25 -6.35
H -5.15 1.59 -5.58
H -5.96 1.94 -7.19
H -5.03 0.75 -9.11
H -4.20 2.33 -8.88
H -3.41 0.70 -9.18
H -3.95 -1.67 -8.07
H -2.58 -2.69 -8.16
H -3.23 -2.31 -6.56
H -0.69 -1.85 -6.29
H -0.05 -0.39 -6.90
H -0.38 -1.66 -8.08
C 1.31 4.91 -3.09
N 0.97 6.22 -2.52
C 2.16 6.93 -2.11
P -0.46 7.08 -3.04
O -0.71 8.35 -2.25
N -0.16 7.42 -4.73
C 0.26 8.76 -5.07
C 0.21 6.37 -5.66
N -1.77 5.95 -3.04
C -2.02 5.12 -1.84
C -2.98 6.24 -3.78
H 2.18 5.00 -3.75
H 0.44 4.44 -3.55
H 1.57 4.23 -2.27
H 2.77 7.03 -3.00
H 2.74 6.41 -1.34
H 1.87 7.95 -1.86
H 0.73 9.19 -4.18
H 1.09 8.76 -5.76
H -0.55 9.42 -5.39
H -0.18 6.51 -6.66
H 1.29 6.27 -5.66
H -0.24 5.40 -5.40
H -3.03 5.16 -1.44
H -1.98 4.07 -2.13
H -1.33 5.32 -1.02
H -2.63 6.48 -4.79
H -3.50 7.12 -3.40
H -3.57 5.32 -3.88
C -2.42 -7.89 -1.74
N -2.66 -6.53 -2.20
C -4.11 -6.24 -2.17
P -1.42 -5.39 -2.07
O -0.10 -5.95 -2.36
N -1.82 -4.16 -3.16
C -2.18 -4.49 -4.55
C -1.10 -2.83 -3.03
N -1.67 -4.70 -0.48
C -2.72 -3.75 -0.28
C -1.38 -5.55 0.68
H -2.78 -8.58 -2.50
H -3.00 -8.09 -0.84
H -1.36 -8.07 -1.62
H -4.65 -7.05 -2.67
H -4.44 -5.35 -2.69
H -4.35 -6.18 -1.11
H -1.51 -5.21 -5.01
H -3.23 -4.81 -4.57
H -2.08 -3.58 -5.13
H -0.68 -2.72 -2.04
H -0.37 -2.79 -3.85
H -1.78 -1.99 -3.18
H -2.58 -3.30 0.70
H -2.65 -3.01 -1.07
H -3.65 -4.33 -0.35
H -1.24 -4.93 1.57
H -0.44 -6.08 0.57
H -2.12 -6.32 0.91
C 8.75 1.26 -1.74
N 7.50 0.44 -1.66
C 7.07 0.22 -0.26
P 6.34 0.34 -2.91
O 5.18 -0.56 -2.71
N 5.85 2.01 -3.13
C 4.50 2.49 -2.54
C 6.75 3.02 -3.52
N 7.27 0.05 -4.33
C 8.12 -1.15 -4.33
C 6.65 0.36 -5.57
H 9.50 0.78 -1.11
H 8.56 2.29 -1.46
H 9.13 1.22 -2.76
H 6.30 -0.56 -0.20
H 6.56 1.14 0.04
H 7.91 0.04 0.41
H 4.07 1.84 -1.78
H 4.67 3.43 -2.02
H 3.73 2.53 -3.31
H 7.44 2.74 -4.33
H 6.21 3.94 -3.74
H 7.31 3.27 -2.62
H 8.53 -1.23 -3.32
H 7.48 -2.00 -4.58
H 8.95 -0.90 -4.99
H 6.76 1.39 -5.91
H 5.65 -0.05 -5.70
H 7.32 -0.06 -6.32
C -4.26 2.26 -3.03
N -4.81 3.14 -2.02
C -4.41 2.75 -0.62
P -6.27 3.97 -2.28
O -6.39 4.61 -3.66
N -7.48 2.69 -1.97
C -7.43 1.92 -0.70
C -8.13 1.93 -3.07
N -6.55 5.01 -0.98
C -5.47 5.98 -0.74
C -7.88 5.43 -0.69
H -4.43 2.67 -4.03
H -4.91 1.39 -2.97
H -3.22 2.03 -2.78
H -4.66 3.54 0.09
H -3.34 2.55 -0.59
H -4.79 1.81 -0.23
H -6.88 2.39 0.12
H -8.41 1.66 -0.31
H -6.90 0.99 -0.91
H -7.35 1.67 -3.79
H -8.47 0.98 -2.66
H -8.83 2.57 -3.61
H -5.92 6.94 -0.44
H -4.69 5.69 -0.04
H -4.98 6.22 -1.68
H -8.13 6.27 -1.34
H -8.06 5.63 0.37
H -8.47 4.52 -0.80
C -7.47 -2.52 3.76
N -7.46 -1.06 3.73
C -8.57 -0.53 2.99
P -5.89 -0.35 3.53
O -5.41 -0.46 2.11
N -6.12 1.27 4.11
C -6.63 1.52 5.46
C -5.38 2.34 3.47
N -4.78 -1.00 4.58
C -5.20 -1.25 5.93
C -3.38 -0.90 4.42
H -6.80 -3.02 4.46
H -7.09 -2.92 2.82
H -8.43 -3.01 3.92
H -8.40 0.53 3.15
H -9.56 -0.77 3.40
H -8.51 -0.91 1.97
H -7.32 2.36 5.46
H -7.04 0.67 5.99
H -5.80 1.75 6.13
H -5.50 3.25 4.06
H -4.31 2.16 3.34
H -5.83 2.47 2.48
H -4.96 -2.29 6.16
H -4.80 -0.54 6.65
H -6.29 -1.19 5.98
H -2.77 -1.73 4.78
H -3.05 -0.01 4.95
H -2.99 -0.71 3.42
C 3.89 -3.61 7.62
N 2.99 -4.12 6.56
C 2.07 -5.26 6.91
P 2.97 -3.56 5.00
O 2.09 -4.25 4.04
N 2.64 -1.91 5.30
C 1.24 -1.41 5.20
C 3.71 -0.98 5.61
N 4.59 -3.58 4.60
C 5.52 -4.70 4.91
C 4.96 -2.99 3.29
H 3.74 -4.23 8.51
H 3.62 -2.64 8.05
H 4.94 -3.62 7.33
H 2.00 -5.34 8.00
H 2.55 -6.15 6.51
H 1.04 -5.05 6.64
H 0.62 -1.93 4.47
H 0.68 -1.49 6.13
H 1.30 -0.36 4.91
H 3.25 -0.01 5.82
H 4.33 -1.31 6.44
H 4.35 -0.74 4.77
H 5.28 -5.22 5.84
H 5.48 -5.41 4.09
H 6.50 -4.22 4.87
H 4.17 -2.27 3.12
H 4.96 -3.71 2.47
H 5.95 -2.55 3.34
C 0.47 0.86 2.60
N 0.11 0.40 1.33
C -1.00 -0.59 1.34
P 1.32 0.44 0.12
O 2.08 1.68 0.10
N 2.16 -1.02 0.53
C 3.61 -0.96 0.58
C 1.55 -2.39 0.52
N 0.58 0.09 -1.35
C -0.62 0.92 -1.67
C 1.39 -0.46 -2.43
H -0.46 0.98 3.15
H 0.91 1.85 2.50
H 1.15 0.13 3.04
H -1.88 -0.12 1.77
H -0.73 -1.38 2.03
H -1.10 -1.12 0.39
H 4.12 -1.91 0.77
H 3.99 -0.64 -0.39
H 3.93 -0.26 1.35
H 2.20 -3.11 0.02
H 1.30 -2.70 1.53
H 0.61 -2.35 -0.03
H -1.33 0.54 -2.40
H -1.16 1.05 -0.73
H -0.44 1.96 -1.95
H 0.91 -0.17 -3.36
H 1.41 -1.54 -2.24
H 2.40 -0.07 -2.57
*
```

***

DFT (the ωB97M-V functional and the def2-TZVPD basis) results for a molecular structure, C72H57N3O4S4Ti.

Values from the calculation:
Max |F|: 0.1048 hartree/bohr
Orbital gap (alpha / beta): 7.421 / 7.203 eV
Lowest unoccupied orbital energy (alpha / beta): -6.951 / -7.171 eV

```
! wB97M-V def2-TZVPD RIJCOSX def2/J DEFGRID3
* xyz 3 2
Ti -0.46 -0.53 -0.24
C -1.32 8.11 0.15
C -1.35 6.62 0.17
C -0.18 5.88 0.12
C -0.19 4.50 0.18
C -1.41 3.84 0.27
C -2.60 4.55 0.27
C -2.57 5.93 0.23
S -1.57 2.07 0.49
O -0.53 1.41 -0.42
C -0.76 1.96 2.10
C 0.61 1.68 2.16
C 1.20 1.47 3.38
C 0.44 1.54 4.58
C 1.02 1.28 5.84
C 0.25 1.28 6.97
C -1.12 1.56 6.89
C -1.71 1.86 5.69
C -0.95 1.84 4.51
C -1.53 2.05 3.23
C -2.99 2.11 2.99
C -3.79 3.27 3.11
C -3.30 4.50 3.59
C -4.12 5.60 3.67
C -5.46 5.52 3.26
C -5.97 4.34 2.77
C -5.15 3.19 2.69
C -5.66 1.97 2.20
C -4.88 0.85 2.11
C -3.54 0.94 2.51
S -2.36 -0.43 2.41
O -2.03 -0.47 0.90
C -3.47 -1.76 2.82
C -4.41 -2.34 1.98
C -5.30 -3.27 2.50
C -5.26 -3.63 3.85
C -6.23 -4.60 4.43
C -4.28 -3.06 4.66
C -3.39 -2.13 4.16
H -0.31 8.48 0.32
H -1.98 8.52 0.91
H -1.66 8.48 -0.82
H 0.77 6.39 0.04
H 0.72 3.93 0.15
H -3.54 4.02 0.31
H -3.50 6.49 0.24
H 1.18 1.65 1.24
H 2.25 1.24 3.46
H 2.07 1.07 5.90
H 0.69 1.06 7.93
H -1.72 1.55 7.79
H -2.76 2.10 5.64
H -2.27 4.57 3.90
H -3.74 6.53 4.06
H -6.09 6.39 3.34
H -7.00 4.26 2.46
H -6.70 1.93 1.90
H -5.29 -0.07 1.75
H -4.45 -2.06 0.93
H -6.05 -3.71 1.87
H -6.89 -5.02 3.67
H -6.85 -4.09 5.17
H -5.72 -5.40 4.94
H -4.23 -3.34 5.70
H -2.65 -1.68 4.79
C 0.14 0.72 -8.78
C 0.08 0.53 -7.30
C -0.82 -0.34 -6.70
C -0.82 -0.57 -5.34
C 0.10 0.10 -4.55
C 0.97 1.03 -5.11
C 0.97 1.24 -6.47
S 0.42 -0.24 -2.82
O -0.92 -0.50 -2.10
C 0.98 -1.95 -3.00
C 0.05 -3.00 -2.99
C 0.49 -4.29 -2.95
C 1.87 -4.58 -2.93
C 2.36 -5.90 -2.84
C 3.70 -6.15 -2.82
C 4.63 -5.10 -2.88
C 4.20 -3.80 -2.97
C 2.81 -3.52 -3.00
C 2.33 -2.18 -3.04
C 3.23 -1.01 -2.98
C 3.86 -0.46 -4.12
C 3.77 -1.05 -5.40
C 4.41 -0.48 -6.47
C 5.16 0.70 -6.31
C 5.26 1.29 -5.09
C 4.63 0.73 -3.96
C 4.74 1.31 -2.68
C 4.15 0.75 -1.58
C 3.39 -0.42 -1.74
S 2.61 -1.37 -0.42
O 1.37 -0.52 0.00
C 3.81 -1.12 0.88
C 3.94 0.06 1.60
C 4.90 0.15 2.58
C 5.74 -0.93 2.87
C 6.74 -0.86 3.97
C 5.61 -2.10 2.12
C 4.65 -2.20 1.13
H -0.46 -0.02 -9.30
H 1.16 0.65 -9.14
H -0.23 1.71 -9.05
H -1.54 -0.86 -7.32
H -1.52 -1.26 -4.90
H 1.66 1.56 -4.48
H 1.65 1.94 -6.91
H -1.01 -2.77 -3.01
H -0.21 -5.11 -2.94
H 1.65 -6.71 -2.80
H 4.06 -7.17 -2.75
H 5.69 -5.32 -2.85
H 4.90 -2.99 -3.01
H 3.20 -1.96 -5.52
H 4.35 -0.95 -7.44
H 5.67 1.12 -7.17
H 5.84 2.20 -4.96
H 5.32 2.21 -2.57
H 4.28 1.18 -0.60
H 3.28 0.89 1.39
H 5.02 1.07 3.13
H 6.77 0.13 4.43
H 7.73 -1.10 3.60
H 6.49 -1.59 4.74
H 6.26 -2.94 2.31
H 4.56 -3.10 0.54
N -3.43 -4.66 -0.58
C -2.22 -4.21 -0.24
C -1.81 -2.88 -0.46
N -0.60 -2.43 -0.03
C 0.19 -3.33 0.60
C -0.21 -4.65 0.74
N -1.39 -5.10 0.34
H -4.09 -4.10 -1.10
H -3.63 -5.64 -0.45
H -2.44 -2.16 -0.97
H 1.14 -2.98 0.99
H 0.43 -5.39 1.20
*
```

***

For each record above, in turn, the calculated energy above the lowest of the compared OMol25 structures with the same formula, charge and spin values are 685.28; 0.00 kJ/mol.